[1]
C6H27NO8 | ωB97M-V/def2-TZVPD

The value obtained for the orbital gap is 10.00 eV. As for the SMILES: CCCCNC(C)=O.O.O.O.O.O.O.O. As for the calculated total energy: -24530.4937 eV.

Each line ends with the natural charge from an NBO analysis.
Positions of all 42 atoms, in Å:
O1 -1.9399 -0.9936 -3.2644  -0.989
O2 -0.3933 1.2342 -3.7252  -1.002
O3 2.6535 -0.6242 -1.8983  -0.970
O4 -2.5283 -2.8489 -1.1266  -0.986
O5 -1.7761 2.6708 -0.4248  -0.959
O6 -1.2249 1.6047 2.2101  -0.666
O7 -0.3022 -1.0924 -1.0315  -0.999
O8 -2.7214 1.4758 -2.5097  -0.974
N1 0.6167 0.3754 2.0674  -0.624
C1 3.5493 0.2488 2.2870  -0.413
C2 -0.7079 0.4914 2.3675  0.675
C3 -1.5661 -0.5514 3.0165  -0.735
C4 3.8424 0.5554 0.8083  -0.618
C5 2.6623 -0.9359 2.5603  -0.404
C6 1.2089 -0.9726 1.9803  -0.213
H1 1.2266 -1.3784 0.9568  0.189
H2 -0.9051 -0.7716 -1.7418  0.504
H3 4.7762 1.0645 0.6122  0.220
H4 0.5715 -1.6159 2.5631  0.206
H5 -2.3637 -3.6997 -0.7255  0.476
H6 -0.1205 2.1635 -3.8151  0.468
H7 -1.1555 1.3997 -3.0856  0.485
H8 -0.0090 -0.2413 -0.6729  0.492
H9 -1.2913 -0.9943 -3.9739  0.517
H10 -2.4314 -1.8166 -3.2065  0.513
H11 -1.7423 -2.2784 -1.0635  0.497
H12 -1.7471 -1.4950 2.5265  0.235
H13 3.0266 1.0720 0.2920  0.213
H14 -2.6264 1.3310 -1.5544  0.494
H15 3.7883 -0.3997 0.2557  0.201
H16 3.1287 -1.7114 1.9144  0.199
H17 3.4695 -1.1445 -1.8661  0.476
H18 1.8436 -1.0866 -1.6894  0.495
H19 1.1405 1.1969 1.8254  0.416
H20 -1.2190 -0.8168 4.0231  0.237
H21 3.1765 1.2011 2.6845  0.193
H22 -2.6021 -0.1882 2.9391  0.257
H23 -2.7156 0.5789 -2.8897  0.498
H24 2.5811 -1.2489 3.5924  0.213
H25 -2.4353 3.2532 -0.8172  0.471
H26 -1.8898 2.8825 0.5157  0.498
H27 4.4490 0.0383 2.8438  0.214


[2]
C6H27NO8 | ωB97M-V/def2-TZVPD

The value obtained for the orbital gap is 9.41 eV. As for the SMILES: C/C=C/C[C@H](N)CO.O.O.O.O.O.O.O. As for the calculated total energy: -24528.8768 eV.

Each line ends with the natural charge from an NBO analysis.
Positions of all 42 atoms, in Å:
O1 3.5407 -0.3286 -0.7363  -0.961
O2 1.0278 -2.3368 -2.1295  -0.929
O3 -1.7588 2.9190 -2.2795  -0.717
O4 0.9969 -0.5299 1.8558  -0.982
O5 0.7073 4.3285 0.3595  -0.934
O6 3.7730 -0.5701 2.3289  -0.946
O7 2.5983 2.3942 -1.4368  -0.951
O8 -1.0017 -2.4186 3.9718  -0.931
N1 -0.2663 0.7973 -0.9687  -0.888
C1 -1.6985 0.7914 -1.1304  -0.065
C2 -1.8745 -2.3131 0.6044  -0.171
C3 -2.3637 2.1675 -1.2369  -0.070
C4 -2.4530 -1.4014 -0.1644  -0.172
C5 -2.3342 0.0619 0.0842  -0.436
C6 -1.8728 -3.7792 0.3762  -0.663
H1 0.3027 -0.4093 1.1879  0.502
H2 -1.4152 3.7292 -1.9098  0.467
H3 0.2789 4.3378 -0.5052  0.452
H4 0.2998 0.3991 -1.7027  0.364
H5 -1.1870 -1.9671 1.3662  0.140
H6 -0.2977 -3.0735 3.9319  0.472
H7 1.6312 4.2559 0.0888  0.483
H8 -1.1265 -2.1425 3.0563  0.461
H9 3.0140 1.8730 -0.7358  0.490
H10 -3.4256 1.9763 -1.4219  0.172
H11 -3.0765 -1.8213 -0.9475  0.199
H12 4.2749 -0.9410 -0.6070  0.484
H13 -1.9924 0.2372 -2.0024  0.198
H14 1.9453 1.8049 -1.8219  0.462
H15 4.0147 -0.6475 1.3953  0.443
H16 2.7879 -0.7011 -0.2496  0.483
H17 1.6109 -1.5683 -2.2000  0.463
H18 0.8408 -2.4661 -3.0679  0.467
H19 -1.8747 -4.1809 -0.6434  0.226
H20 0.5472 -0.8281 2.6637  0.487
H21 -3.3510 0.4546 0.2628  0.210
H22 2.8192 -0.5205 2.1477  0.483
H23 -2.8359 -4.2164 0.6967  0.222
H24 0.2287 1.5947 -0.6057  0.387
H25 -1.1216 -4.3346 0.9307  0.220
H26 -1.8570 0.2776 1.0423  0.209
H27 -2.3449 2.6949 -0.2778  0.171


[3]
C6H28N2O7 | ωB97M-V/def2-TZVPD

The value obtained for the orbital gap is 8.38 eV. As for the SMILES: CC/C(=C\N)CCN.O.O.O.O.O.O.O. As for the calculated total energy: -23987.9736 eV.

Each line ends with the natural charge from an NBO analysis.
Positions of all 43 atoms, in Å:
O1 4.5013 0.3609 -1.1872  -0.937
O2 2.3950 0.2508 3.6281  -0.938
O3 -1.4796 0.5932 4.3501  -0.966
O4 -3.0210 1.8742 2.5264  -0.962
O5 0.9220 3.5455 -1.1516  -0.963
O6 -1.0923 1.9846 -1.8845  -0.972
O7 2.5324 1.4738 -3.2769  -1.009
N1 -0.5078 0.1921 1.3968  -0.847
N2 0.2284 -0.1450 -3.1178  -0.925
C1 -1.6529 -2.7620 1.8852  -0.596
C2 -0.0123 -0.4816 0.2708  -0.010
C3 -0.3564 -2.1853 -1.5919  -0.422
C4 -1.8038 -2.1627 0.4565  -0.444
C5 -0.5628 -1.5857 -0.2215  -0.080
C6 0.7061 -1.4389 -2.5350  -0.206
H1 -0.8922 1.3514 4.4748  0.480
H2 0.8400 0.0236 -0.1616  0.188
H3 0.2148 0.6917 1.8965  0.356
H4 0.0230 -0.2448 -4.0993  0.365
H5 1.8681 0.2230 2.8254  0.460
H6 -0.3686 0.5063 -2.6094  0.420
H7 1.5118 -1.0876 -1.8850  0.165
H8 -2.4525 -3.3780 2.2751  0.213
H9 2.4279 -0.6508 3.9739  0.478
H10 -1.3759 -2.1250 -2.0131  0.211
H11 -2.3676 0.9072 4.1372  0.494
H12 1.5050 2.8541 -1.4738  0.493
H13 0.0321 -3.2010 -1.5823  0.210
H14 -2.8596 2.6687 2.0158  0.477
H15 1.9737 0.6662 -3.2030  0.502
H16 2.0553 2.0824 -3.8672  0.476
H17 -1.0757 -0.2376 2.1079  0.395
H18 -2.0298 1.8242 -1.7184  0.476
H19 -0.7493 -3.3948 1.8239  0.205
H20 -2.6548 -1.4872 0.6323  0.207
H21 3.5829 0.0717 -1.0328  0.458
H22 -1.6164 -1.9392 2.5967  0.189
H23 -2.1633 1.4226 2.5100  0.478
H24 4.3744 1.1446 -1.7226  0.481
H25 1.5073 4.0411 -0.5893  0.476
H26 -2.2657 -2.9774 -0.1104  0.210
H27 -0.8402 2.7763 -1.3750  0.510
H28 0.9989 -2.0456 -3.3740  0.203


[4]
C6H29N2O6 | ωB97M-V/def2-TZVPD

The value obtained for the orbital gap is 9.51 eV. Its net charge is +1. As for the calculated total energy: -21952.0607 eV.

Each line ends with the natural charge from an NBO analysis.
Positions of all 43 atoms, in Å:
O1 1.4973 -3.8437 0.5005  -0.955
O2 0.7029 3.3851 -2.3440  -0.960
O3 -2.8524 2.1701 -0.2499  -0.970
O4 1.3583 3.7836 0.2439  -0.972
O5 -0.4583 0.1143 3.0426  -0.971
O6 0.4790 -2.6973 2.7727  -0.996
N1 -0.3778 1.5151 0.6873  -0.781
N2 2.0855 0.6830 -0.5791  -0.689
C1 3.3407 0.0826 -1.0866  -0.406
C2 -0.2200 0.4098 -0.3083  -0.050
C3 -3.1616 -2.0236 -0.8712  -0.623
C4 -1.4316 -0.4696 -0.0019  -0.426
C5 -1.9078 -1.2546 -1.2173  -0.419
C6 1.1410 -0.2969 -0.0352  -0.240
H1 3.7044 -0.6704 -0.3642  0.173
H2 3.1142 -0.5352 -1.9530  0.197
H3 -3.8112 2.2274 -0.2063  0.505
H4 -1.1744 -1.8599 -1.7755  0.211
H5 -3.5345 -2.7166 -1.6367  0.227
H6 -3.0800 -2.6137 0.0551  0.210
H7 -2.5889 2.2599 -1.1761  0.495
H8 1.0763 -4.4330 -0.1495  0.487
H9 -4.1095 -1.4359 -0.6119  0.211
H10 0.8487 4.5308 -0.0982  0.506
H11 2.2681 4.0721 0.0926  0.499
H12 0.7405 -3.2679 2.0243  0.508
H13 -0.1645 -0.7822 2.8100  0.522
H14 0.2689 2.3082 0.4197  0.451
H15 -2.1035 -0.5848 -2.0679  0.197
H16 1.0959 -1.2478 -0.6542  0.224
H17 -0.0477 0.3091 3.8923  0.498
H18 1.2178 2.7691 -1.8079  0.476
H19 4.1165 0.8612 -1.1765  0.215
H20 2.4125 -4.1281 0.3693  0.489
H21 -2.3140 -0.0579 0.4735  0.238
H22 1.4382 -0.5981 0.9946  0.205
H23 0.9678 3.1408 -3.2400  0.479
H24 0.2256 -3.3393 3.4490  0.483
H25 -0.1628 0.7017 -1.3420  0.233
H26 -0.2938 1.1663 1.7226  0.476
H27 -1.0999 -1.1627 0.8175  0.207
H28 -1.3413 1.9595 0.6962  0.465
H29 2.1353 1.5700 -0.1102  0.372


[5]
C6H29N2O6 | ωB97M-V/def2-TZVPD

The value obtained for the orbital gap is 8.87 eV. Its net charge is +1. As for the calculated total energy: -21949.5075 eV.

Each line ends with the natural charge from an NBO analysis.
Positions of all 43 atoms, in Å:
O1 -2.0605 1.0968 3.0199  -0.968
O2 2.9226 -0.8719 1.9344  -0.981
O3 0.9773 3.3645 0.7316  -0.933
O4 -3.1422 -2.0484 1.7055  -0.954
O5 -3.4895 -0.4699 -0.4908  -0.975
O6 3.6572 1.2093 0.2675  -0.935
N1 -0.6609 -0.9608 2.0912  -0.685
N2 0.0615 -0.9081 -1.2941  -0.463
C1 -0.9228 1.3148 -1.7947  -0.629
C2 0.5477 -2.1564 -1.8520  -0.432
C3 0.1011 -1.7550 0.9757  -0.231
C4 0.7250 -0.7323 -0.0004  -0.270
C5 1.2880 1.1098 -2.5679  -0.654
C6 0.0243 0.2759 -2.2790  -0.040
H1 -3.3743 -1.3524 1.1667  0.487
H2 1.7214 3.8971 0.8937  0.470
H3 1.9556 0.4882 -3.2651  0.207
H4 -0.4423 2.2096 -1.5400  0.218
H5 -2.1070 1.9714 2.6817  0.488
H6 -2.9696 -0.4380 -1.3352  0.497
H7 -1.5748 -0.5481 1.9613  0.469
H8 3.7390 2.0604 -0.0868  0.484
H9 -0.7421 -1.6964 2.8159  0.439
H10 3.4774 0.6482 -0.4026  0.469
H11 -3.8220 -2.1598 2.2638  0.468
H12 -1.5985 1.5499 -2.4865  0.220
H13 1.8309 1.3504 -1.6981  0.194
H14 -0.3185 -2.4404 -2.5722  0.206
H15 3.8520 -0.9551 1.9903  0.484
H16 -1.3237 1.0519 -0.9164  0.205
H17 -0.1781 -0.2713 -3.2143  0.207
H18 0.9280 -2.1869 1.5475  0.246
H19 -0.1267 -0.2009 2.4596  0.429
H20 0.6473 0.3298 0.3146  0.223
H21 -2.8479 1.0200 3.5909  0.495
H22 2.7872 -0.0253 1.4322  0.492
H23 0.5750 -2.9626 -1.0943  0.204
H24 -4.4028 -0.2775 -0.8828  0.489
H25 0.2982 3.9053 1.0433  0.465
H26 1.3145 2.1753 -3.0391  0.246
H27 1.4308 -2.1248 -2.4783  0.196
H28 1.8488 -0.9764 -0.1379  0.197
H29 -0.6065 -2.5098 0.5411  0.257


[6]
C6H29NO10 | ωB97M-V/def2-TZVPD

The value obtained for the orbital gap (alpha / beta) is 2.33 / 7.16 eV. Its net charge is -1. Its multiplicity is 2. As for the calculated total energy: -28654.7644 eV.

Each line ends with the natural charge from an NBO analysis.
Positions of all 46 atoms, in Å:
O1 3.7381 0.5293 1.6386  -1.013
O2 -0.1412 -0.3110 -3.3721  -0.713
O3 2.3918 -1.9134 -2.7722  -0.977
O4 -5.1347 0.6850 -0.5811  -0.974
O5 1.5403 1.9511 1.8745  -0.970
O6 1.9088 -1.3927 1.2299  -1.020
O7 0.1689 1.0691 4.2803  -0.976
O8 1.6143 -1.7189 4.0695  -0.957
O9 -4.2901 1.9048 -4.0107  -0.984
O10 4.0347 -1.0674 -0.4432  -0.991
N1 -0.3281 0.4852 -0.0445  -0.514
C1 -1.6410 -1.5041 -0.6436  -0.462
C2 -2.2525 -0.8156 0.6960  -0.436
C3 -0.4872 -0.5491 -1.0590  -0.159
C4 -0.0145 1.8916 -0.6699  -0.430
C5 -0.9150 -0.0741 -2.5286  0.090
C6 -1.5428 0.5602 0.8480  -0.229
H1 1.6437 -1.9760 1.9756  0.512
H2 0.5794 -0.9325 -1.0654  0.170
H3 -1.4912 -2.5454 -0.6536  0.219
H4 0.5468 1.9045 4.4504  0.465
H5 -4.3434 0.1027 -0.8334  0.473
H6 1.0561 -0.8588 0.9966  0.513
H7 0.8338 -1.2549 4.3187  0.486
H8 3.2962 -1.2090 0.0978  0.487
H9 3.9178 -1.6605 -1.1662  0.495
H10 2.4629 2.0350 1.8851  0.499
H11 -1.1551 0.5990 1.8225  0.182
H12 1.3430 1.2791 1.3380  0.473
H13 -0.3685 2.0091 -1.6907  0.219
H14 1.6280 -1.4715 -2.4711  0.495
H15 -0.3021 2.7167 -0.0277  0.200
H16 -3.3048 -0.6041 0.5142  0.181
H17 0.3877 1.1699 3.3096  0.495
H18 1.0623 1.9482 -0.7083  0.192
H19 -2.4631 -1.5126 -1.3014  0.183
H20 -4.0277 1.4925 -4.8590  0.456
H21 -5.2059 0.7310 0.3572  0.460
H22 -2.0091 0.2359 -2.7492  0.062
H23 4.0286 0.4297 0.7120  0.504
H24 2.2776 -1.0177 4.2370  0.478
H25 -2.2245 -1.2461 1.7134  0.199
H26 2.6519 -1.5336 -3.6356  0.476
H27 -5.1493 1.6214 -3.7692  0.461
H28 -2.0908 1.4191 0.4713  0.191
H29 3.1873 -0.2096 1.8774  0.490